ORCA calculation (the ωB97M-V functional and the def2-TZVPD basis) on a molecular structure, C32H34N4O5S2Ti.

Output
electronic energy = -3479.507906 Ha
largest force on an atom = 0.114 eV/Å
Kohn-Sham gap = 0.2569 hartree
energy above the lowest of the compared OMol25 structures with the same formula, charge and spin = 0.0 kJ/mol
highest occupied orbital energy = -19.62 eV

```
! wB97M-V def2-TZVPD RIJCOSX def2/J DEFGRID3
* xyz 4 1
Ti 0.1290 0.0929 -0.0064
O -6.7374 -1.3205 -3.0438
N -6.2171 -0.4948 -2.3451
O -6.7472 0.4481 -1.7967
C -4.7448 -0.6140 -2.1599
C -4.0542 -1.1914 -3.1624
C -2.6260 -1.2789 -3.0965
C -1.8237 -1.8283 -4.1165
C -0.4567 -1.8466 -3.9585
C 0.1068 -1.3389 -2.7889
N -0.6302 -0.8199 -1.8038
C -1.9792 -0.7825 -1.9687
C -2.7221 -0.1948 -0.9067
N -1.9801 0.2500 0.1514
C -2.6267 0.8108 1.1779
C -4.0107 0.9350 1.2026
C -4.7645 0.4841 0.1438
C -4.1130 -0.0915 -0.9726
H -4.5887 -1.5788 -4.0214
H -2.2843 -2.2249 -5.0137
H 0.1902 -2.2503 -4.7248
H 1.1789 -1.3530 -2.6446
H -2.0258 1.1614 2.0041
H -4.4848 1.3856 2.0632
H -5.8408 0.5739 0.1577
O 1.5202 -1.1219 -0.1290
S 1.8941 -2.6745 0.1550
C 3.2821 -2.4905 1.2968
C 2.9563 -1.5405 2.4410
C 1.6711 -1.8920 3.1909
C 1.1378 -0.7761 4.0755
S 0.9209 0.7812 3.1821
O 0.1730 0.3017 1.8294
C -0.2395 1.6485 4.1373
C -1.3853 1.0592 4.6899
C -2.1895 1.8283 5.5048
C -1.8480 3.1563 5.7771
C -0.7117 3.7310 5.2257
C 0.1026 2.9804 4.3915
C 2.6127 -3.3038 -1.2939
C 1.9871 -4.4457 -1.8026
C 2.5452 -5.0698 -2.9082
C 3.6886 -4.5423 -3.4932
C 4.2928 -3.3886 -2.9861
C 3.7668 -2.7638 -1.8739
H 4.1545 -2.1712 0.7295
H 3.4465 -3.5209 1.6292
H 2.9185 -0.5260 2.0354
H 3.8096 -1.5568 3.1221
H 1.8337 -2.7582 3.8357
H 0.8713 -2.1841 2.5049
H 1.8365 -0.4875 4.8678
H 0.1912 -1.0448 4.5391
H -1.6438 0.0250 4.4980
H -3.0732 1.3958 5.9544
H -2.4757 3.7406 6.4375
H -0.4519 4.7553 5.4549
H 1.0046 3.4097 3.9727
H 1.1039 -4.8542 -1.3261
H 2.0967 -5.9716 -3.3023
H 4.1264 -5.0373 -4.3505
H 5.1875 -2.9987 -3.4524
H 4.2472 -1.8820 -1.4684
C -0.6618 3.7961 -1.8187
N 0.8022 3.6627 -1.7447
C 1.5423 4.8081 -2.3201
C 1.4025 2.6432 -1.2347
C 2.8843 2.4917 -1.1873
O 0.6696 1.6626 -0.7188
H -0.9847 4.5351 -1.0865
H -1.1460 2.8441 -1.6348
H -0.9145 4.1540 -2.8147
H 1.0265 5.7182 -2.0224
H 1.5284 4.7267 -3.4065
H 2.5625 4.8410 -1.9571
H 3.3257 2.6698 -2.1678
H 3.1388 1.4890 -0.8548
H 3.3165 3.2150 -0.4920
*
```

***

ORCA calculation (the ωB97M-V functional and the def2-TZVPD basis) on C2H4N2O2 in the gas phase in a non-equilibrium geometry.

Output
electronic energy = -338.511188 Ha
SMILES = N/N=C\OC=O
largest force on an atom = 6.200 eV/Å
Kohn-Sham gap = 0.3869 hartree
energy above the lowest of the compared OMol25 structures with the same formula, charge and spin = 372.8 kJ/mol
highest occupied orbital energy = -9.64 eV

```
! wB97M-V def2-TZVPD RIJCOSX def2/J DEFGRID3
* xyz 0 1
C -0.0688 1.2175 0.2163
C 1.4977 -0.4172 -0.1770
H -2.4487 -0.8651 -0.0783
H -1.0048 -1.4135 0.0500
H 0.2258 2.3357 0.4272
H 2.5005 -0.5407 -0.5171
N -1.5972 -0.6180 -0.3978
N -1.2082 0.6045 0.2823
O 1.2024 0.8816 -0.2623
O 0.9013 -1.1848 0.4567
*
```

***

ORCA calculation (the ωB97M-V functional and the def2-TZVPD basis) on a molecular structure, C20H24N4PtS.

Output
electronic energy = -1512.506891 Ha
largest force on an atom = 0.436 eV/Å
Kohn-Sham gap = 0.2691 hartree
energy above the lowest of the compared OMol25 structures with the same formula, charge and spin = 0.0 kJ/mol
highest occupied orbital energy = -15.09 eV

```
! wB97M-V def2-TZVPD RIJCOSX def2/J DEFGRID3
* xyz 2 1
Pt -1.7392 0.1476 0.9843
S 2.3737 5.2822 4.6349
N 1.5405 4.0214 5.1826
C 1.0195 3.4216 4.1243
C 0.2026 2.2235 4.1538
C -0.1121 1.5235 5.3226
C -0.8743 0.3793 5.2325
C -1.3123 -0.0494 3.9862
N -1.0172 0.6122 2.8659
C -0.2713 1.7431 2.9367
C 0.0510 2.4048 1.6807
N -0.4572 1.8494 0.5592
C -0.1671 2.3935 -0.6204
C 0.6395 3.5203 -0.7419
C 1.1513 4.1031 0.3951
C 0.8571 3.5384 1.6402
C 1.3421 4.0585 2.9037
N 2.0986 5.1328 3.0587
H 0.2525 1.8869 6.2749
H -1.1382 -0.1917 6.1110
H -1.9112 -0.9425 3.8818
H -0.5912 1.9168 -1.4932
H 0.8485 3.9236 -1.7223
H 1.7784 4.9843 0.3470
C 1.7905 -0.8643 1.8996
C 0.6348 -1.8113 1.6031
C 1.1819 -3.1514 1.0647
C -0.2958 -1.3297 0.5216
H 2.4629 -1.3128 2.6297
H 1.4695 0.0966 2.2999
H 2.3713 -0.6780 0.9933
H 0.0734 -2.0351 2.5143
H 1.6934 -3.0105 0.1107
H 0.3938 -3.8923 0.9350
H 1.9076 -3.5470 1.7743
H -0.9364 -2.1262 0.1535
H 0.2232 -0.8315 -0.2989
C -3.5974 -2.2724 -0.5309
C -3.5442 -0.7919 -0.3852
C -4.7632 -0.1338 0.1752
C -2.5604 -0.0250 -1.0081
H -3.9953 -2.7705 0.3507
H -2.6542 -2.7171 -0.8392
H -4.3101 -2.4465 -1.3462
H -2.5831 -1.0397 1.5053
H -5.5260 -0.1737 -0.6106
H -4.6082 0.9193 0.4120
H -5.1638 -0.6641 1.0368
H -2.8140 0.9891 -1.3027
H -1.8624 -0.5375 -1.6638
*
```

***

So what do the calculations give for LUMO energy? Going down the list: -12.6, 0.9, -7.8 eV.